<one>
Entry from the Open Molecules 2025 dataset: C28H39N5O2RuS2 as an isolated structure (ωB97M-V/def2-TZVPD).

Output
Frontier orbital gap (alpha / beta), eV: 6.29 / 6.22
HOMO energy (alpha / beta), eV: -4.25 / -4.20
Molar mass, g/mol: 642.86

```
! RIJCOSX wB97M-V def2-TZVPD def2/J DEFGRID3
* xyz -1 2
Ru -2.161 0.489 0.372
S -2.766 2.738 1.206
C -3.221 3.546 -0.252
C -3.427 4.944 -0.143
N -3.600 6.075 -0.005
C -3.348 2.918 -1.464
S -3.464 1.194 -1.633
C -3.426 3.697 -2.644
N -3.453 4.330 -3.607
C -4.418 -2.257 -0.369
O -4.354 -1.827 0.986
C -3.466 -0.873 1.271
O -3.310 -0.534 2.426
H -5.465 -2.292 -0.666
H -3.986 -3.258 -0.441
H -3.870 -1.569 -1.015
C 0.540 -3.623 2.719
C 0.175 -3.490 1.243
C 1.412 -3.050 0.447
C -0.329 -4.839 0.718
N -0.944 -2.536 1.186
N -1.171 -1.911 -0.069
H 1.282 -4.411 2.859
H -0.350 -3.873 3.299
H 0.954 -2.684 3.092
H 2.256 -3.694 0.701
H 1.678 -2.021 0.698
H 1.247 -3.129 -0.630
H 0.436 -5.606 0.854
H -0.581 -4.784 -0.344
H -1.222 -5.129 1.272
H -0.820 -1.799 1.872
H -1.565 -2.600 -0.699
H -0.312 -1.545 -0.477
C 4.160 -0.280 2.940
C 2.682 -0.041 2.765
C 1.818 -0.186 3.844
C 0.454 0.064 3.677
C -0.498 -0.043 4.838
C -0.014 0.418 2.432
C 0.816 0.524 1.270
C 2.199 0.307 1.510
N 0.174 0.755 0.108
C 0.717 1.166 -1.185
C 0.229 2.611 -1.421
C 0.569 3.099 -2.827
C -0.087 2.186 -3.865
C 0.430 0.760 -3.678
C 1.948 0.742 -3.871
C 2.589 1.641 -2.812
C 2.089 3.075 -3.005
C 2.241 1.144 -1.398
C 0.107 0.256 -2.273
H 4.369 -0.743 3.904
H 4.712 0.662 2.892
H 4.544 -0.929 2.151
H 2.199 -0.490 4.813
H -0.087 -0.679 5.622
H -1.458 -0.448 4.516
H -0.678 0.946 5.266
H -1.076 0.656 2.324
H 2.920 0.377 0.711
H 0.687 3.262 -0.668
H -0.850 2.630 -1.259
H 0.193 4.119 -2.953
H 0.154 2.539 -4.873
H -1.173 2.217 -3.752
H -0.046 0.101 -4.413
H 2.199 1.110 -4.872
H 2.331 -0.281 -3.786
H 3.678 1.615 -2.930
H 2.356 3.432 -4.005
H 2.559 3.738 -2.272
H 2.728 1.796 -0.669
H 2.620 0.124 -1.278
H 0.519 -0.756 -2.157
H -0.973 0.207 -2.120
*
```

Mulliken charges in e: number 1, Ru, carries 0.507; number 2, S, carries -0.377; number 3, C, carries 0.971; number 4, C, carries -0.096; number 5, N, carries -0.538; number 6, C, carries 0.246; number 7, S, carries -0.406; number 8, C, carries -0.098; number 9, N, carries -0.597; number 10, C, carries -0.426; number 11, O, carries -0.355; number 12, C, carries 0.394; number 13, O, carries -0.548; number 14, H, carries 0.261; number 15, H, carries 0.237; number 16, H, carries 0.049; number 17, C, carries -1.623; number 18, C, carries 1.991; number 19, C, carries -1.618; number 20, C, carries -1.973; number 21, N, carries -0.105; number 22, N, carries 0.021; number 23, H, carries 0.472; number 24, H, carries 0.362; number 25, H, carries 0.238; number 26, H, carries 0.560; number 27, H, carries 0.327; number 28, H, carries 0.288; number 29, H, carries 0.418; number 30, H, carries 0.387; number 31, H, carries 0.391; number 32, H, carries -0.004; number 33, H, carries 0.284; number 34, H, carries -0.480; number 35, C, carries -1.802; number 36, C, carries 0.727; number 37, C, carries -1.098; number 38, C, carries 0.268; number 39, C, carries -1.970; number 40, C, carries -0.754; number 41, C, carries 0.268; number 42, C, carries -0.686; number 43, N, carries 1.649; number 44, C, carries 1.642; number 45, C, carries -0.108; number 46, C, carries 0.671; number 47, C, carries -1.376; number 48, C, carries 0.370; number 49, C, carries -1.643; number 50, C, carries 0.473; number 51, C, carries -1.598; number 52, C, carries -2.239; number 53, C, carries -1.364; number 54, H, carries 0.385; number 55, H, carries 0.313; number 56, H, carries 0.356; number 57, H, carries 0.233; number 58, H, carries 0.370; number 59, H, carries 0.330; number 60, H, carries 0.356; number 61, H, carries 0.697; number 62, H, carries 0.519; number 63, H, carries 0.351; number 64, H, carries -1.220; number 65, H, carries 0.329; number 66, H, carries 0.572; number 67, H, carries 0.351; number 68, H, carries 0.433; number 69, H, carries 0.611; number 70, H, carries 0.514; number 71, H, carries 0.247; number 72, H, carries 0.563; number 73, H, carries 0.547; number 74, H, carries 0.623; number 75, H, carries 0.389; number 76, H, carries 0.495; number 77, H, carries 0.044

=====

<two>
Entry from the Open Molecules 2025 dataset: C28H39N5O2RuS2 as an isolated structure (ωB97M-V/def2-TZVPD).

Output
Frontier orbital gap (alpha / beta), eV: 5.89 / 5.93
HOMO energy (alpha / beta), eV: -4.18 / -4.13
Molar mass, g/mol: 642.86

```
! RIJCOSX wB97M-V def2-TZVPD def2/J DEFGRID3
* xyz -1 2
Ru -2.173 0.506 0.336
S -2.803 2.801 1.186
C -3.220 3.611 -0.280
C -3.421 4.986 -0.167
N -3.595 6.117 -0.021
C -3.310 2.979 -1.528
S -3.454 1.261 -1.726
C -3.325 3.760 -2.680
N -3.301 4.406 -3.638
C -4.471 -2.334 -0.386
O -4.404 -1.861 0.940
C -3.507 -0.888 1.202
O -3.362 -0.521 2.362
H -5.520 -2.378 -0.680
H -4.040 -3.340 -0.419
H -3.914 -1.665 -1.057
C 0.510 -3.618 2.798
C 0.192 -3.521 1.306
C 1.456 -3.091 0.543
C -0.286 -4.888 0.797
N -0.931 -2.582 1.187
N -1.125 -1.984 -0.085
H 1.249 -4.393 2.981
H -0.396 -3.860 3.350
H 0.902 -2.669 3.160
H 2.292 -3.719 0.842
H 1.701 -2.056 0.778
H 1.329 -3.197 -0.535
H 0.476 -5.640 0.983
H -0.502 -4.862 -0.270
H -1.192 -5.167 1.328
H -0.838 -1.827 1.866
H -1.492 -2.691 -0.719
H -0.253 -1.615 -0.474
C 4.178 -0.315 2.963
C 2.708 -0.065 2.762
C 1.820 -0.216 3.817
C 0.462 0.044 3.628
C -0.508 -0.075 4.764
C 0.020 0.416 2.383
C 0.876 0.528 1.248
C 2.253 0.300 1.507
N 0.244 0.773 0.099
C 0.757 1.189 -1.185
C 0.260 2.635 -1.380
C 0.543 3.133 -2.790
C -0.156 2.235 -3.807
C 0.366 0.808 -3.657
C 1.872 0.792 -3.916
C 2.556 1.678 -2.877
C 2.050 3.111 -3.032
C 2.269 1.168 -1.458
C 0.100 0.289 -2.249
H 4.363 -0.791 3.923
H 4.735 0.622 2.938
H 4.571 -0.956 2.175
H 2.177 -0.536 4.786
H -0.115 -0.721 5.545
H -1.460 -0.471 4.417
H -0.689 0.908 5.198
H -1.042 0.660 2.243
H 2.988 0.376 0.726
H 0.746 3.276 -0.640
H -0.815 2.651 -1.176
H 0.161 4.156 -2.889
H 0.045 2.597 -4.820
H -1.235 2.268 -3.648
H -0.143 0.157 -4.379
H 2.078 1.171 -4.921
H 2.257 -0.230 -3.860
H 3.641 1.653 -3.043
H 2.273 3.477 -4.038
H 2.550 3.765 -2.314
H 2.786 1.813 -0.744
H 2.652 0.147 -1.368
H 0.511 -0.723 -2.162
H -0.983 0.242 -2.049
*
```

Mulliken charges in e: number 1, Ru, carries 0.560; number 2, S, carries -0.352; number 3, C, carries 0.844; number 4, C, carries -0.058; number 5, N, carries -0.537; number 6, C, carries 0.295; number 7, S, carries -0.360; number 8, C, carries -0.043; number 9, N, carries -0.598; number 10, C, carries -0.465; number 11, O, carries -0.343; number 12, C, carries 0.362; number 13, O, carries -0.558; number 14, H, carries 0.263; number 15, H, carries 0.235; number 16, H, carries 0.082; number 17, C, carries -1.635; number 18, C, carries 2.015; number 19, C, carries -1.693; number 20, C, carries -1.977; number 21, N, carries -0.120; number 22, N, carries -0.016; number 23, H, carries 0.481; number 24, H, carries 0.369; number 25, H, carries 0.233; number 26, H, carries 0.553; number 27, H, carries 0.364; number 28, H, carries 0.304; number 29, H, carries 0.419; number 30, H, carries 0.400; number 31, H, carries 0.393; number 32, H, carries -0.025; number 33, H, carries 0.278; number 34, H, carries -0.416; number 35, C, carries -1.812; number 36, C, carries 0.811; number 37, C, carries -1.035; number 38, C, carries 0.195; number 39, C, carries -2.061; number 40, C, carries -0.412; number 41, C, carries 0.048; number 42, C, carries -0.823; number 43, N, carries 1.712; number 44, C, carries 1.403; number 45, C, carries -0.183; number 46, C, carries 0.729; number 47, C, carries -1.334; number 48, C, carries 0.423; number 49, C, carries -1.704; number 50, C, carries 0.527; number 51, C, carries -1.644; number 52, C, carries -2.220; number 53, C, carries -1.264; number 54, H, carries 0.382; number 55, H, carries 0.316; number 56, H, carries 0.360; number 57, H, carries 0.251; number 58, H, carries 0.372; number 59, H, carries 0.331; number 60, H, carries 0.373; number 61, H, carries 0.644; number 62, H, carries 0.478; number 63, H, carries 0.380; number 64, H, carries -1.128; number 65, H, carries 0.319; number 66, H, carries 0.574; number 67, H, carries 0.250; number 68, H, carries 0.422; number 69, H, carries 0.626; number 70, H, carries 0.522; number 71, H, carries 0.237; number 72, H, carries 0.568; number 73, H, carries 0.554; number 74, H, carries 0.585; number 75, H, carries 0.394; number 76, H, carries 0.542; number 77, H, carries 0.037

=====

Relative to the most stable structure, the computed energies are <one> 0.0; <two> 17.1, all in kcal/mol.

=====

<one>
Entry from the Open Molecules 2025 dataset: a 2-piece molecular cluster, CH5N2S overall (ωB97M-V/def2-TZVPD).

Output
Frontier orbital gap, eV: 7.51
HOMO energy, eV: -3.03
Molar mass, g/mol: 77.13

```
! RIJCOSX wB97M-V def2-TZVPD def2/J DEFGRID3
* xyz -1 1
S -2.132 0.467 -0.227
H -2.571 -0.766 -0.020
N 1.010 0.582 -0.396
C 1.254 -0.489 0.380
N 2.420 -1.003 0.524
H 1.700 1.231 -0.733
H 0.019 0.836 -0.572
H 0.343 -0.791 0.922
H 2.372 -1.876 1.042
*
```

Mulliken charges in e: number 1, S, carries -0.853; number 2, H, carries -0.046; number 3, N, carries -0.297; number 4, C, carries 0.325; number 5, N, carries -0.782; number 6, H, carries 0.208; number 7, H, carries 0.046; number 8, H, carries 0.190; number 9, H, carries 0.208

=====

<two>
Entry from the Open Molecules 2025 dataset: a 2-piece molecular cluster, CH5N2S overall (ωB97M-V/def2-TZVPD).

Output
Frontier orbital gap, eV: 7.22
HOMO energy, eV: -2.94
Molar mass, g/mol: 77.13

```
! RIJCOSX wB97M-V def2-TZVPD def2/J DEFGRID3
* xyz -1 1
N 0.120 -0.030 -1.671
C -1.181 0.062 -1.229
N -1.583 0.190 -0.005
H 0.781 -0.203 -0.883
H 0.307 -0.398 -2.574
H -1.888 0.027 -2.130
H -0.738 0.179 0.683
S 1.116 -0.076 1.335
H 1.021 0.123 2.642
*
```

Mulliken charges in e: number 1, N, carries -0.350; number 2, C, carries 0.158; number 3, N, carries -0.687; number 4, H, carries 0.097; number 5, H, carries 0.210; number 6, H, carries 0.209; number 7, H, carries 0.265; number 8, S, carries -0.888; number 9, H, carries -0.014

=====

Relative to the most stable structure, the computed energies are <one> 0.0; <two> 11.2, all in kcal/mol.

=====

<one>
Entry from the Open Molecules 2025 dataset: a 2-piece molecular cluster, H2NO3S overall (ωB97M-V/def2-TZVPD).

Output
Frontier orbital gap (alpha / beta), eV: 6.40 / 6.40
HOMO energy (alpha / beta), eV: -2.39 / -2.39
Molar mass, g/mol: 96.09

```
! RIJCOSX wB97M-V def2-TZVPD def2/J DEFGRID3
* xyz -1 1
N -0.035 1.338 -0.422
O 0.653 -1.366 1.759
O -1.317 -2.152 0.562
O 0.338 0.206 -1.137
S 0.102 -1.806 0.478
H -0.569 1.935 -1.064
H 0.826 1.844 -0.176
*
```

Mulliken charges in e: number 1, N, carries -0.387; number 2, O, carries -0.482; number 3, O, carries -0.484; number 4, O, carries -0.615; number 5, S, carries 0.655; number 6, H, carries 0.161; number 7, H, carries 0.152

=====

<two>
Entry from the Open Molecules 2025 dataset: an isolated ion of composition H2NO3S and charge -1 (ωB97M-V/def2-TZVPD).

Output
Frontier orbital gap, eV: 7.70
HOMO energy, eV: -3.52
Molar mass, g/mol: 96.09

```
! RIJCOSX wB97M-V def2-TZVPD def2/J DEFGRID3
* xyz -1 1
N 0.884 1.029 0.781
O 0.010 -0.824 -1.755
O -1.470 -1.992 -0.239
O 0.247 -0.206 1.152
S -0.881 -0.719 -0.580
H 0.206 1.802 0.852
H 1.003 0.911 -0.210
*
```

Mulliken charges in e: number 1, N, carries -0.442; number 2, O, carries -0.541; number 3, O, carries -0.510; number 4, O, carries -0.499; number 5, S, carries 0.542; number 6, H, carries 0.201; number 7, H, carries 0.248

=====

Relative to the most stable structure, the computed energies are <one> 16.4; <two> 0.0, all in kcal/mol.